Entry 1:
A structure of composition C21H47N5O20S3Sr in a non-equilibrium geometry, computed with the ωB97M-V functional and the def2-TZVPD basis.

Summary:
**Orbital gap**: 0.2403 Eh
**Energy above the lowest of the compared OMol25 structures with the same formula, charge and spin**: 345.8 kJ/mol
**HOMO energy**: -7.96 eV
**LUMO level**: -1.4 eV

Geometry as ORCA input:
```
! RIJCOSX wB97M-V def2-TZVPD def2/J DEFGRID3
* xyz 0 1
Sr 17.707 11.954 18.080
O 18.092 13.607 16.081
C 19.343 14.232 16.212
C 20.503 13.374 16.897
O 20.321 12.415 17.900
H 19.212 15.188 16.719
H 19.664 14.704 15.283
H 21.166 14.110 17.351
H 21.096 12.929 16.097
C 17.298 15.941 13.193
N 17.200 14.639 12.378
O 18.203 14.264 11.819
O 16.112 14.049 12.274
H 18.198 16.459 12.860
H 17.437 15.641 14.231
H 16.387 16.499 12.977
C 23.454 11.339 17.712
C 24.391 11.427 16.481
O 25.719 11.044 16.835
S 25.753 10.551 18.399
O 26.173 11.629 19.277
O 26.474 9.311 18.519
O 24.138 10.316 18.408
H 22.467 10.986 17.414
H 23.253 12.219 18.323
H 24.393 12.478 16.193
H 23.991 10.821 15.668
C 22.062 14.695 20.157
C 22.004 13.326 20.966
O 22.277 13.693 22.328
S 23.383 14.937 22.381
O 24.737 14.411 21.995
O 23.213 15.696 23.649
O 22.605 15.653 21.136
H 21.087 14.992 19.768
H 22.696 14.643 19.272
H 22.730 12.561 20.692
H 21.013 12.873 20.998
C 19.988 11.181 12.796
C 18.824 11.156 13.790
O 18.175 9.945 13.614
S 18.363 9.366 12.029
O 17.465 10.055 11.150
O 18.402 7.890 12.018
O 19.885 10.075 11.921
H 20.898 11.103 13.392
H 19.811 12.141 12.312
H 18.179 12.015 13.603
H 19.168 11.227 14.822
C 19.866 9.180 17.353
O 18.683 9.330 17.678
N 20.340 8.137 16.624
C 21.721 8.223 16.082
C 19.465 7.113 16.104
H 20.679 9.849 17.677
H 22.004 7.171 16.062
H 22.553 8.596 16.680
H 21.742 8.632 15.071
H 19.441 6.316 16.848
H 18.415 7.390 16.011
H 19.817 6.737 15.143
C 19.443 18.846 15.583
O 20.077 19.603 14.853
N 18.545 19.223 16.531
C 17.706 18.265 17.192
C 18.236 20.622 16.769
H 19.398 17.789 15.278
H 17.842 17.241 16.843
H 16.631 18.346 17.029
H 17.711 18.328 18.280
H 17.442 20.895 16.074
H 17.971 20.731 17.820
H 19.110 21.197 16.466
C 21.485 16.454 13.015
O 21.173 16.903 11.940
N 22.544 16.971 13.815
C 22.584 16.582 15.195
C 23.350 18.057 13.432
H 21.022 15.596 13.527
H 21.645 16.183 15.580
H 22.965 17.331 15.888
H 23.405 15.877 15.323
H 23.176 18.871 14.135
H 24.422 17.862 13.462
H 23.082 18.388 12.429
C 15.223 11.939 15.803
O 15.901 11.189 16.506
N 13.921 11.722 15.516
C 13.158 12.588 14.666
C 13.142 10.593 15.964
H 15.608 12.854 15.327
H 12.139 12.849 14.953
H 12.954 12.119 13.703
H 13.714 13.454 14.309
H 12.456 10.236 15.196
H 13.672 9.674 16.217
H 12.491 10.863 16.796
*
```

Charges computed using Löwdin, reported in e: atom 1 (Sr): 1.58, atom 2 (O): -0.46, atom 3 (C): -0.41, atom 4 (C): -0.41, atom 5 (O): -0.45, atom 6 (H): 0.06, atom 7 (H): 0.06, atom 8 (H): 0.06, atom 9 (H): 0.08, atom 10 (C): 0.07, atom 11 (N): -0.41, atom 12 (O): 0.06, atom 13 (O): 0.02, atom 14 (H): 0.09, atom 15 (H): 0.07, atom 16 (H): 0.09, atom 17 (C): -0.18, atom 18 (C): -0.17, atom 19 (O): -0.19, atom 20 (S): 0.69, atom 21 (O): -0.23, atom 22 (O): -0.23, atom 23 (O): -0.22, atom 24 (H): 0.09, atom 25 (H): 0.11, atom 26 (H): 0.13, atom 27 (H): 0.12, atom 28 (C): -0.11, atom 29 (C): -0.15, atom 30 (O): -0.24, atom 31 (S): 0.77, atom 32 (O): -0.27, atom 33 (O): -0.26, atom 34 (O): -0.23, atom 35 (H): 0.12, atom 36 (H): 0.11, atom 37 (H): 0.12, atom 38 (H): 0.12, atom 39 (C): -0.18, atom 40 (C): -0.22, atom 41 (O): -0.20, atom 42 (S): 0.76, atom 43 (O): -0.23, atom 44 (O): -0.26, atom 45 (O): -0.19, atom 46 (H): 0.12, atom 47 (H): 0.12, atom 48 (H): 0.11, atom 49 (H): 0.12, atom 50 (C): -0.31, atom 51 (O): -0.09, atom 52 (N): -0.16, atom 53 (C): -0.02, atom 54 (C): -0.04, atom 55 (H): 0.12, atom 56 (H): 0.09, atom 57 (H): 0.08, atom 58 (H): 0.09, atom 59 (H): 0.10, atom 60 (H): 0.09, atom 61 (H): 0.10, atom 62 (C): -0.32, atom 63 (O): 0.00, atom 64 (N): -0.19, atom 65 (C): -0.08, atom 66 (C): -0.03, atom 67 (H): 0.12, atom 68 (H): 0.07, atom 69 (H): 0.08, atom 70 (H): 0.09, atom 71 (H): 0.10, atom 72 (H): 0.09, atom 73 (H): 0.09, atom 74 (C): -0.30, atom 75 (O): 0.03, atom 76 (N): -0.20, atom 77 (C): -0.09, atom 78 (C): -0.08, atom 79 (H): 0.12, atom 80 (H): 0.07, atom 81 (H): 0.09, atom 82 (H): 0.08, atom 83 (H): 0.09, atom 84 (H): 0.09, atom 85 (H): 0.09, atom 86 (C): -0.28, atom 87 (O): -0.15, atom 88 (N): -0.16, atom 89 (C): -0.06, atom 90 (C): -0.04, atom 91 (H): 0.14, atom 92 (H): 0.10, atom 93 (H): 0.10, atom 94 (H): 0.09, atom 95 (H): 0.09, atom 96 (H): 0.10, atom 97 (H): 0.10


Entry 2:
A cluster of 6 separate species, C21H47N8O8P2 in total in a non-equilibrium geometry, computed with the ωB97M-V functional and the def2-TZVPD basis.

Summary:
**Orbital gap**: 0.2260 Eh
**HOMO energy**: -10.63 eV
**LUMO level**: -4.5 eV

Geometry as ORCA input:
```
! RIJCOSX wB97M-V def2-TZVPD def2/J DEFGRID3
* xyz 1 1
C 0.105 -1.669 -2.059
C -0.774 -1.607 -3.346
N -2.156 -1.162 -3.044
C -2.264 0.207 -2.872
C -1.237 1.148 -3.172
C -1.510 2.507 -2.932
N -2.613 3.074 -2.494
N -3.513 2.149 -2.234
C -3.433 0.841 -2.354
P -4.890 -0.208 -1.827
P -5.281 -1.779 -3.294
O -4.552 -2.957 -2.835
O -4.963 -1.345 -4.819
O -6.874 -2.149 -3.247
H -0.496 -1.550 -1.143
H 0.546 -2.682 -2.009
H 0.942 -0.953 -2.122
H -0.864 -2.653 -3.694
H -0.286 -1.062 -4.174
H -2.692 -1.376 -3.894
H -0.264 0.859 -3.567
H -0.694 3.212 -3.137
H -4.398 2.523 -1.886
H -5.991 0.695 -1.936
H -5.632 -1.690 -5.439
H -7.000 -2.574 -2.378
C 2.221 1.048 -0.232
O 2.259 0.397 -1.266
N 2.088 0.536 1.002
C 2.052 1.375 2.184
C 1.977 -0.908 1.162
H 2.298 2.149 -0.236
H 2.876 1.103 2.847
H 1.106 1.223 2.708
H 2.146 2.426 1.914
H 2.868 -1.384 0.750
H 1.106 -1.265 0.612
H 1.877 -1.164 2.215
C 2.186 -4.814 -4.180
O 1.132 -4.571 -3.620
N 2.630 -4.203 -5.297
C 3.900 -4.544 -5.912
C 1.809 -3.171 -5.902
H 2.882 -5.579 -3.801
H 4.540 -3.660 -5.936
H 3.727 -4.891 -6.933
H 4.400 -5.330 -5.350
H 1.650 -2.366 -5.181
H 0.839 -3.591 -6.173
H 2.297 -2.774 -6.789
C 1.558 -0.706 5.289
O 1.498 -1.381 4.273
N 0.524 -0.435 6.104
C 0.675 0.378 7.297
C -0.785 -0.975 5.777
H 2.505 -0.250 5.625
H 0.392 -0.209 8.173
H 0.026 1.252 7.225
H 1.706 0.709 7.410
H -0.730 -2.064 5.740
H -1.093 -0.611 4.796
H -1.513 -0.672 6.525
C 5.821 -0.726 6.395
O 5.925 0.010 7.356
N 5.522 -2.045 6.451
C 5.414 -2.864 5.259
C 5.304 -2.661 7.748
H 5.968 -0.358 5.365
H 4.408 -3.286 5.206
H 6.144 -3.674 5.315
H 5.601 -2.275 4.363
H 4.476 -2.161 8.253
H 6.200 -2.547 8.360
H 5.075 -3.718 7.628
C -4.200 7.388 -3.433
O -4.269 8.459 -3.994
N -4.668 7.130 -2.189
C -4.550 5.823 -1.582
C -5.307 8.203 -1.444
H -3.734 6.508 -3.912
H -5.550 5.442 -1.348
H -3.969 5.904 -0.660
H -4.051 5.129 -2.259
H -6.170 8.568 -2.001
H -4.604 9.027 -1.318
H -5.628 7.844 -0.468
*
```

Charges computed using Löwdin, reported in e: atom 1 (C): -0.07, atom 2 (C): -0.23, atom 3 (N): 0.02, atom 4 (C): -0.23, atom 5 (C): 0.09, atom 6 (C): -0.07, atom 7 (N): 0.11, atom 8 (N): 0.01, atom 9 (C): -0.35, atom 10 (P): 0.94, atom 11 (P): 0.25, atom 12 (O): -0.30, atom 13 (O): -0.16, atom 14 (O): -0.16, atom 15 (H): 0.08, atom 16 (H): 0.07, atom 17 (H): 0.04, atom 18 (H): 0.12, atom 19 (H): 0.10, atom 20 (H): 0.11, atom 21 (H): 0.13, atom 22 (H): 0.14, atom 23 (H): 0.16, atom 24 (H): -0.06, atom 25 (H): 0.10, atom 26 (H): 0.09, atom 27 (C): -0.35, atom 28 (O): -0.03, atom 29 (N): -0.18, atom 30 (C): -0.05, atom 31 (C): -0.02, atom 32 (H): 0.13, atom 33 (H): 0.09, atom 34 (H): 0.09, atom 35 (H): 0.08, atom 36 (H): 0.10, atom 37 (H): 0.08, atom 38 (H): 0.05, atom 39 (C): -0.34, atom 40 (O): 0.00, atom 41 (N): -0.20, atom 42 (C): -0.05, atom 43 (C): -0.04, atom 44 (H): 0.14, atom 45 (H): 0.09, atom 46 (H): 0.09, atom 47 (H): 0.09, atom 48 (H): 0.08, atom 49 (H): 0.09, atom 50 (H): 0.09, atom 51 (C): -0.34, atom 52 (O): -0.02, atom 53 (N): -0.19, atom 54 (C): -0.05, atom 55 (C): -0.04, atom 56 (H): 0.13, atom 57 (H): 0.09, atom 58 (H): 0.09, atom 59 (H): 0.09, atom 60 (H): 0.10, atom 61 (H): 0.09, atom 62 (H): 0.09, atom 63 (C): -0.37, atom 64 (O): 0.01, atom 65 (N): -0.20, atom 66 (C): -0.06, atom 67 (C): -0.04, atom 68 (H): 0.13, atom 69 (H): 0.09, atom 70 (H): 0.09, atom 71 (H): 0.08, atom 72 (H): 0.09, atom 73 (H): 0.10, atom 74 (H): 0.09, atom 75 (C): -0.36, atom 76 (O): 0.03, atom 77 (N): -0.20, atom 78 (C): -0.08, atom 79 (C): -0.04, atom 80 (H): 0.13, atom 81 (H): 0.09, atom 82 (H): 0.09, atom 83 (H): 0.04, atom 84 (H): 0.10, atom 85 (H): 0.10, atom 86 (H): 0.09


Entry 3:
A structure of composition C21H47O2P3Ti in a non-equilibrium geometry, computed with the ωB97M-V functional and the def2-TZVPD basis.

Summary:
**Orbital gap (spin up / spin down)**: 0.1996 / 0.1517 Eh
**<S²>**: 0.75
**Energy above the lowest of the compared OMol25 structures with the same formula, charge and spin**: 550.6 kJ/mol
**HOMO energy (spin up / spin down)**: -15.79 / -15.72 eV
**LUMO level (spin up / spin down)**: -10.4 / -11.6 eV

Geometry as ORCA input:
```
! RIJCOSX wB97M-V def2-TZVPD def2/J DEFGRID3
* xyz 3 2
Ti -0.898 2.204 -0.672
P 2.679 -2.277 1.264
P 1.185 3.267 -0.503
P -1.571 -2.907 0.527
H -1.237 3.816 -3.063
C -1.272 2.886 -2.484
C -2.484 2.495 -1.747
H -3.160 3.251 -1.264
C 4.401 -2.644 1.084
C 2.470 -0.579 1.778
C 1.736 -3.277 2.378
C 1.389 4.844 -1.398
C 1.583 3.563 1.259
C 2.711 2.316 -0.818
C -2.995 -2.691 -0.607
C -2.324 -4.116 1.673
C -0.475 -4.012 -0.473
H -0.600 1.980 -2.797
H -2.950 1.556 -2.060
H 4.740 -2.924 2.085
H 4.929 -1.739 0.757
H 4.577 -3.467 0.377
H 2.484 -0.606 2.878
H 1.517 -0.170 1.411
H 3.316 0.008 1.388
H 2.257 -3.155 3.344
H 1.742 -4.338 2.087
H 0.699 -2.917 2.476
H 2.188 5.408 -0.887
H 0.449 5.400 -1.381
H 1.663 4.619 -2.435
H 2.422 4.281 1.258
H 1.910 2.612 1.723
H 0.715 3.961 1.820
H 3.550 3.010 -0.639
H 2.732 1.922 -1.844
H 2.755 1.477 -0.102
H -3.699 -3.527 -0.484
H -2.681 -2.608 -1.656
H -3.505 -1.756 -0.316
H -3.009 -4.780 1.129
H -2.893 -3.543 2.421
H -1.554 -4.701 2.193
H -1.016 -4.893 -0.822
H 0.379 -4.312 0.147
H -0.076 -3.453 -1.328
C 0.953 -1.248 -1.953
C 2.094 -1.314 -2.807
C 1.910 -1.830 -4.099
C 0.654 -1.872 -4.674
C -0.437 -1.367 -3.948
C -0.305 -0.968 -2.621
O 0.994 -1.685 -0.666
H 1.781 -2.009 -0.175
H 3.073 -1.246 -2.326
H 2.790 -2.203 -4.624
H 0.527 -2.263 -5.679
H -1.410 -1.326 -4.441
H -1.180 -0.504 -2.109
C -3.877 2.926 1.773
C -2.417 3.234 1.455
O -1.739 2.005 1.097
C -1.952 0.864 1.947
C -1.309 1.082 3.299
H -4.378 2.484 0.902
H -4.381 3.860 1.991
H -3.980 2.257 2.634
H -2.312 3.905 0.602
H -1.882 3.673 2.321
H -3.036 0.702 2.034
H -1.537 0.013 1.404
H -1.927 1.704 3.957
H -1.199 0.117 3.792
H -0.301 1.521 3.241
*
```

Charges computed using Löwdin, reported in e: atom 1 (Ti): 0.95, atom 2 (P): 0.98, atom 3 (P): 0.76, atom 4 (P): 0.77, atom 5 (H): 0.10, atom 6 (C): -0.21, atom 7 (C): -0.23, atom 8 (H): 0.11, atom 9 (C): -0.17, atom 10 (C): -0.20, atom 11 (C): -0.19, atom 12 (C): -0.21, atom 13 (C): -0.23, atom 14 (C): -0.22, atom 15 (C): -0.29, atom 16 (C): -0.30, atom 17 (C): -0.27, atom 18 (H): 0.10, atom 19 (H): 0.10, atom 20 (H): 0.09, atom 21 (H): 0.08, atom 22 (H): 0.09, atom 23 (H): 0.09, atom 24 (H): 0.05, atom 25 (H): 0.06, atom 26 (H): 0.09, atom 27 (H): 0.08, atom 28 (H): 0.05, atom 29 (H): 0.07, atom 30 (H): 0.06, atom 31 (H): 0.07, atom 32 (H): 0.08, atom 33 (H): 0.05, atom 34 (H): 0.05, atom 35 (H): 0.09, atom 36 (H): 0.06, atom 37 (H): 0.02, atom 38 (H): 0.05, atom 39 (H): 0.03, atom 40 (H): 0.03, atom 41 (H): 0.05, atom 42 (H): 0.04, atom 43 (H): 0.04, atom 44 (H): 0.07, atom 45 (H): 0.02, atom 46 (H): 0.02, atom 47 (C): -0.31, atom 48 (C): -0.02, atom 49 (C): -0.05, atom 50 (C): -0.05, atom 51 (C): -0.06, atom 52 (C): -0.07, atom 53 (O): -0.11, atom 54 (H): -0.06, atom 55 (H): 0.11, atom 56 (H): 0.13, atom 57 (H): 0.13, atom 58 (H): 0.13, atom 59 (H): 0.09, atom 60 (C): -0.02, atom 61 (C): -0.20, atom 62 (O): -0.35, atom 63 (C): -0.21, atom 64 (C): -0.03, atom 65 (H): 0.11, atom 66 (H): 0.11, atom 67 (H): 0.09, atom 68 (H): 0.11, atom 69 (H): 0.15, atom 70 (H): 0.13, atom 71 (H): 0.08, atom 72 (H): 0.10, atom 73 (H): 0.10, atom 74 (H): 0.09


Which formula does entry 2 have?
C21H47N8O8P2